Density functional theory data (ωB97M-V/def2-TZVPD) for a gas-phase ion, C12H27BFOS (charge +1).

Structure (XYZ):
```
43
Properties=species:S:1:pos:R:3:forces:R:3
H -4.4315 2.2205 0.0325 -0.005 0.009 -0.072
H 1.4108 -3.9284 -1.4380 0.109 0.081 0.131
H 0.8953 -0.6691 -2.7329 -0.018 0.112 0.018
H 0.7304 -5.0134 0.5045 -0.088 -0.126 -0.045
H -0.5224 -1.7768 -0.7590 -0.030 -0.020 0.072
C 0.0163 -2.2799 -1.5615 0.056 0.094 -0.370
C 1.2221 -1.4487 -2.0395 -0.036 -0.275 0.139
H -0.4504 0.4830 -0.7484 -0.123 0.222 -0.002
C 0.3732 -3.7266 -1.1675 -0.207 0.031 0.043
H -2.0125 3.3497 1.3628 0.095 0.034 0.091
H 0.1425 -3.5585 2.3461 -0.005 0.022 0.031
H -0.2185 -4.3884 -1.8003 0.105 -0.104 -0.044
H 3.0680 3.1752 0.9284 0.091 0.035 0.018
H -4.3111 2.4447 1.7880 -0.137 0.006 0.048
H -4.7515 0.8556 1.1081 -0.126 0.025 0.073
H 2.4086 0.8994 0.2595 0.019 0.087 0.035
C -4.1464 1.7468 0.9699 0.278 -0.036 0.008
H -0.6775 -2.3133 -2.4032 -0.092 -0.021 0.039
C 2.1098 -0.8377 -0.9564 0.148 0.235 -0.032
S -0.0491 2.0657 1.0477 -0.161 0.050 0.407
B 1.0584 3.4473 0.2429 0.311 0.394 -0.334
H 2.6287 4.8785 0.7926 0.035 0.083 0.010
H -2.5142 0.5581 0.2196 0.020 -0.072 -0.045
H 2.0450 3.8647 2.1588 0.053 0.137 0.066
F -2.3493 0.8177 2.1916 0.104 -0.143 0.243
H 1.4129 -2.8196 1.4053 -0.006 0.133 -0.062
C 0.3640 -3.1168 1.3739 -0.012 -0.298 0.179
C 0.2735 0.5842 0.0569 0.264 -0.378 -0.199
H -0.2771 -2.2394 1.2873 0.042 0.070 -0.039
H 0.1297 -0.2491 0.7438 -0.064 0.102 0.091
C -2.6895 1.3412 0.9579 -0.212 0.151 -0.224
H 2.1876 -1.4884 -0.0849 -0.054 -0.092 -0.026
C 1.6972 0.5671 -0.4982 -0.138 -0.264 -0.060
H 1.7527 1.2370 -1.3587 0.083 0.159 0.059
O 0.7765 3.9237 -0.9743 -0.138 -0.072 0.422
H 1.8404 -2.1240 -2.6318 0.013 0.045 -0.120
H 3.1222 -0.7299 -1.3479 0.051 -0.054 0.015
H -0.9290 -4.5000 0.3675 -0.094 0.047 0.042
H -0.0340 3.6079 -1.3780 -0.122 -0.045 -0.344
C -1.7700 2.5263 0.6928 -0.093 -0.073 -0.138
C 0.1000 -4.1509 0.2850 0.163 0.079 -0.008
H -1.8944 2.8635 -0.3354 0.072 -0.015 -0.075
C 2.2629 3.9013 1.0926 -0.150 -0.356 -0.043
```
Positions in Å, forces in eV/Å.

## Properties
gap between HOMO and LUMO	10.0	eV
total charge	+1
HOMO	-13.6	eV

---

Density functional theory data (ωB97M-V/def2-TZVPD) for a molecular structure, C12H27ClIN2OP2SSm.

Structure (XYZ):
```
48
Properties=species:S:1:pos:R:3:forces:R:3
N 2.2789 0.9179 1.1921 0.209 0.565 -0.155
I -4.0512 -0.9751 -2.6586 0.055 -0.618 -0.060
C 1.5021 1.9454 0.7018 0.603 -0.389 0.483
Cl -2.9065 2.1509 -1.1974 0.565 -0.304 0.242
H -2.9669 1.2592 3.3227 0.287 0.101 -0.634
H 0.2282 -1.1427 3.1191 -0.005 -0.022 0.234
H 0.8460 4.6809 1.0792 0.292 -0.121 0.046
C 3.4765 1.4373 1.6883 -0.850 -0.924 -0.238
H -3.1657 -0.7643 3.7412 0.127 -0.516 -0.395
H 1.0159 1.0492 -4.2892 -0.388 0.172 0.562
C -2.5026 1.3114 2.3185 0.133 -0.109 -0.639
H 2.6472 -1.3012 -1.5124 0.163 0.003 -0.138
H 1.6124 4.5459 -0.5028 0.192 -0.208 0.218
H 1.4679 -2.3677 -3.4628 -0.147 0.046 -0.192
Sm -1.8926 -0.1964 -0.9598 -0.740 0.594 -0.208
C -1.4540 -4.9418 -0.4861 3.214 0.389 1.770
H -0.1916 -1.9998 -3.9802 0.254 0.038 -0.415
H 2.9190 -0.1167 -2.8320 -0.062 -0.053 0.319
H -0.6736 0.0943 4.0566 0.216 -0.078 -0.213
H -2.6737 -5.0471 -2.1928 -0.113 -0.282 0.737
C 0.4522 1.1509 -3.3415 -0.405 -0.067 0.543
P -1.6550 -0.2944 1.9113 -0.864 0.745 1.823
H -1.7385 2.1018 2.2695 -0.424 -0.053 0.052
H 2.5597 0.4109 -1.1485 0.069 0.109 -0.298
H -3.2450 1.4977 1.5235 0.089 0.255 0.579
P 0.5948 -0.4182 -2.3558 1.116 0.459 -1.756
H 1.2073 -1.0121 -4.6265 -0.275 -0.451 0.357
H 4.1225 3.5994 1.7721 -0.118 -0.544 -0.032
C 1.7871 4.4400 0.5734 -0.184 0.217 -0.110
C 2.3500 -0.3309 -1.9173 0.271 -0.138 0.531
C -2.7184 -1.3712 2.9344 -0.060 -0.494 -0.333
S -0.0531 1.9128 -0.0162 0.682 0.437 0.083
N 2.2257 3.0760 0.9183 0.130 0.047 0.168
C 0.7890 -1.5631 -3.7660 -0.369 -0.488 0.195
H 2.5781 5.1251 0.8838 -0.219 -0.089 -0.041
C -0.2702 -0.1724 3.0712 0.590 -0.214 -0.080
H 4.2374 0.7946 2.0949 0.029 0.043 0.072
O -0.4201 -5.0795 0.0828 -3.742 0.164 -2.060
H -3.5520 -5.0148 -0.5869 0.581 -0.341 -0.491
H -3.4759 -1.8185 2.2818 -0.155 0.049 0.453
H -2.6325 -6.5386 -1.1002 -0.305 0.504 -0.163
H -0.6221 1.3336 -3.5217 0.466 0.229 -0.253
H 1.9815 -0.0737 1.1426 0.527 1.091 0.155
C 3.4362 2.7884 1.5303 -1.035 0.341 -0.639
H 0.4769 0.5533 2.7548 -0.210 0.140 0.221
C -2.6802 -5.4279 -1.1457 0.249 -0.212 0.132
H 0.8518 1.9658 -2.7186 -0.192 -0.081 -0.407
H -2.1030 -2.1746 3.3545 -0.249 0.057 -0.025
```
Positions in Å, forces in eV/Å.

## Properties
gap between HOMO and LUMO (spin up / spin down)	3.3 / 3.6	eV
ΔE to the lowest compared entry with this formula, charge and spin	563.8	kJ/mol
spin multiplicity	6
total charge	+2
HOMO (spin up / spin down)	-11.8 / -13.6	eV

---

no.,strongest force on any atom (hartree/bohr),electronic energy (Eh)
1,0.012,-1071.38512
2,0.083,-3154.28836